[1]
C33H88O11 | ωB97M-V with the def2-TZVPD basis set

CARTESIAN COORDINATES (ANGSTROEM)
C (-15.52108, 28.19736, 5.50798)
C (-14.89547, 26.78005, 5.33499)
C (-13.38208, 26.76159, 5.44601)
O (-15.53068, 25.90865, 6.28864)
H (-15.91139, 28.33952, 6.51258)
H (-16.36227, 28.33839, 4.82644)
H (-14.75923, 28.89672, 5.15649)
H (-15.27630, 26.50977, 4.34544)
H (-13.05919, 25.73083, 5.59069)
H (-13.17653, 27.30046, 6.37695)
H (-12.89345, 27.30200, 4.63882)
H (-16.11905, 25.32244, 5.80921)
C (-7.83361, 19.01272, 9.34437)
C (-7.39897, 20.49630, 9.38205)
C (-7.67116, 21.09383, 7.98871)
O (-8.25905, 21.12461, 10.31912)
H (-7.41208, 18.40499, 10.14803)
H (-7.44841, 18.55129, 8.42955)
H (-8.92135, 19.01139, 9.33209)
H (-6.36093, 20.59745, 9.71273)
H (-6.95612, 20.68780, 7.27404)
H (-7.33860, 22.12170, 8.15612)
H (-8.71260, 20.93803, 7.72750)
H (-8.15924, 20.73930, 11.19259)
C (-7.54319, 22.96854, -0.85445)
C (-8.93416, 22.64554, -0.30598)
C (-10.04693, 23.20674, -1.19064)
O (-9.12696, 21.22473, -0.29440)
H (-6.70862, 22.35342, -0.50607)
H (-7.27069, 24.00699, -0.66799)
H (-7.52337, 22.74500, -1.92379)
H (-9.09415, 23.10342, 0.67206)
H (-10.11368, 24.29188, -1.23343)
H (-11.03558, 22.90270, -0.81735)
H (-10.17046, 22.73671, -2.17022)
H (-8.41175, 20.80523, 0.19542)
C (-10.29405, 29.78514, 1.89607)
C (-11.44991, 28.94264, 2.35747)
C (-11.07782, 27.49770, 2.74338)
O (-12.03544, 29.59326, 3.48353)
H (-9.97148, 29.56183, 0.87364)
H (-9.42836, 29.71785, 2.55138)
H (-10.66794, 30.80516, 1.76934)
H (-12.18245, 28.72895, 1.57143)
H (-11.96314, 26.87008, 2.86606)
H (-10.62742, 27.40262, 3.73224)
H (-10.39985, 27.07965, 2.00048)
H (-12.10486, 30.54068, 3.35344)
C (-12.21124, 18.31012, 5.50557)
C (-11.48829, 16.98295, 5.52275)
C (-9.98028, 17.16783, 5.43158)
O (-11.83181, 16.41540, 6.79729)
H (-13.27290, 18.14079, 5.68503)
H (-12.14824, 18.89668, 4.58803)
H (-11.75365, 18.91318, 6.29170)
H (-11.86399, 16.35622, 4.70662)
H (-9.37558, 16.25822, 5.37215)
H (-9.55456, 17.84282, 6.17154)
H (-9.81278, 17.56178, 4.41962)
H (-11.30401, 15.61472, 6.88852)
C (-14.67016, 22.60031, 8.20474)
C (-13.42827, 23.37844, 7.83195)
C (-13.13634, 24.57146, 8.70811)
O (-12.34288, 22.43656, 7.97177)
H (-14.76505, 21.62931, 7.72622)
H (-15.58952, 23.14598, 7.94342)
H (-14.84828, 22.54281, 9.28320)
H (-13.44396, 23.65739, 6.77563)
H (-13.86274, 25.36331, 8.49435)
H (-12.15697, 25.02810, 8.58068)
H (-13.39113, 24.30314, 9.73750)
H (-11.97574, 22.48089, 8.86124)
C (-14.52947, 21.83799, 4.01038)
C (-14.37966, 22.67832, 2.75797)
C (-14.14581, 21.75848, 1.53880)
O (-15.58821, 23.35021, 2.47685)
H (-14.74927, 22.58509, 4.78188)
H (-13.66015, 21.20783, 4.21049)
H (-15.33977, 21.10986, 4.11127)
H (-13.53748, 23.36927, 2.74740)
H (-13.93179, 22.37396, 0.66056)
H (-15.03973, 21.22833, 1.19410)
H (-13.40151, 20.96729, 1.60983)
H (-16.39103, 22.91729, 2.76470)
C (-8.90666, 27.38127, 8.12101)
C (-9.02081, 26.40560, 6.94665)
C (-8.74218, 27.01638, 5.58033)
O (-8.08870, 25.33056, 7.06448)
H (-9.67917, 28.13721, 8.26146)
H (-7.93114, 27.87079, 8.06402)
H (-8.91306, 26.87834, 9.09190)
H (-10.03329, 25.98239, 6.94041)
H (-8.72397, 26.38988, 4.69304)
H (-7.79726, 27.57064, 5.56744)
H (-9.44504, 27.85525, 5.46255)
H (-8.36032, 24.65475, 6.42897)
C (-10.63050, 17.81065, -0.34422)
C (-11.69745, 18.75577, 0.24095)
C (-11.29191, 19.09045, 1.68834)
O (-11.73503, 19.92957, -0.53603)
H (-10.78819, 17.74439, -1.42216)
H (-10.72542, 16.77201, -0.00878)
H (-9.59680, 18.08183, -0.12910)
H (-12.68501, 18.31240, 0.12861)
H (-11.65292, 18.23564, 2.27439)
H (-11.85246, 19.88435, 2.18918)
H (-10.24593, 19.33960, 1.85532)
H (-10.93268, 20.46400, -0.45012)
C (-10.09089, 23.41992, 3.56667)
C (-10.67824, 23.01386, 4.87078)
C (-10.67647, 21.52047, 5.10250)
O (-9.91760, 23.53692, 5.96129)
H (-9.88948, 24.49583, 3.53281)
H (-10.63947, 23.05386, 2.69933)
H (-9.05514, 23.08092, 3.41614)
H (-11.70026, 23.41776, 4.87105)
H (-11.12103, 21.27088, 6.06494)
H (-9.67241, 21.09128, 5.10938)
H (-11.19841, 21.09552, 4.23802)
H (-10.44121, 23.37162, 6.75967)
C (-7.33751, 19.59333, 3.13243)
C (-5.89937, 19.00854, 3.09231)
C (-5.26248, 18.79261, 4.46405)
O (-5.84707, 17.88788, 2.22054)
H (-7.38189, 20.49045, 2.51834)
H (-7.69160, 19.84504, 4.13426)
H (-8.01700, 18.79930, 2.81849)
H (-5.18456, 19.64101, 2.55810)
H (-5.16443, 19.72284, 5.03079)
H (-4.21831, 18.50966, 4.32430)
H (-5.84536, 18.11058, 5.08544)
H (-6.55140, 17.25940, 2.41397)

Cartesian forces (eV/Å) of the 3 atoms listed first:
C 0.587 -0.501 -0.722
C -1.762 0.897 -0.614
C -0.867 0.132 1.062

**LUMO**: 0.45 eV
**E_HOMO**: -0.34698 Ha
**Electronic energy**: -2137.62929 hartree
**SMILES string**: CC(C)O.CC(C)O.CC(C)O.CC(C)O.CC(C)O.CC(C)O.CC(C)O.CC(C)O.CC(C)O.CC(C)O.CC(C)O

---

[2]
C4H3BrClNS | ωB97M-V with the def2-TZVPD basis set

CARTESIAN COORDINATES (ANGSTROEM)
C (1.38137, 1.77541, 2.20514)
C (0.61348, 0.87745, 1.55588)
C (1.15208, 0.77484, 0.25233)
C (0.07791, -1.40296, -1.47522)
N (2.18954, 1.45418, -0.04283)
S (2.68893, 2.26978, 1.22965)
Cl (-0.91919, 0.24175, 2.07464)
Br (0.53954, -2.06437, -3.14679)
H (1.03601, 2.14650, 3.26205)
H (0.52010, -0.03221, -0.37004)
H (0.67522, -2.22794, -0.96433)

Cartesian forces (eV/Å) of the 3 atoms listed first:
C -1.028 1.101 3.890
C 0.213 0.966 -0.389
C -3.658 -3.813 -1.113

**LUMO**: -1.38 eV
**E_HOMO**: -0.34742 Ha
**Electronic energy**: -3641.18326 hartree

---

[3]
C2H2IN | ωB97M-V with the def2-TZVPD basis set

CARTESIAN COORDINATES (ANGSTROEM)
C (-0.32148, 1.01601, 0.07181)
C (-0.02320, -0.30987, -0.30832)
N (-0.48280, 2.13485, 0.16340)
I (1.96640, -0.82722, 0.08344)
H (-0.92031, -1.08092, 1.21594)
H (-0.21861, -0.93285, -1.22627)

Cartesian forces (eV/Å) of the 3 atoms listed first:
C 0.097 -1.707 -1.895
C -0.820 -3.277 3.034
N -0.448 2.187 0.690

**LUMO (alpha / beta)**: -1.38 / -1.38 eV
**E_HOMO (alpha / beta)**: -0.35514 / -0.35497 Ha
**Electronic energy**: -429.70117 hartree

---

[4]
C5H10N2 | ωB97M-V with the def2-TZVPD basis set

CARTESIAN COORDINATES (ANGSTROEM)
H (1.21861, -0.09895, -2.81944)
N (1.68043, -0.03033, -1.91638)
C (0.91385, 0.11850, -0.94349)
N (0.91394, 0.33627, 0.37779)
C (1.52038, -0.32224, 1.49328)
C (-0.40098, 0.18391, -0.26554)
C (-1.16583, -1.11072, -0.08279)
C (-1.25252, 1.43494, -0.26895)
H (2.60144, -0.22052, 1.40689)
H (1.18435, 0.16227, 2.41131)
H (1.26914, -1.38825, 1.54180)
H (-0.50154, -1.96942, -0.16673)
H (-1.65109, -1.13681, 0.89320)
H (-1.93396, -1.19639, -0.84901)
H (-0.62068, 2.31624, -0.34384)
H (-1.93709, 1.42099, -1.11534)
H (-1.83844, 1.50052, 0.64724)

Cartesian forces (eV/Å) of the 3 atoms listed first:
H -0.222 -0.013 0.264
N 0.877 -0.232 -0.483
C -0.730 0.288 0.012

**LUMO**: 0.86 eV
**E_HOMO**: -0.32343 Ha
**Electronic energy**: -305.96492 hartree
**SMILES string**: [H]/N=C1/N(C)C1(C)C

---

[5]
H8O4 | ωB97M-V with the def2-TZVPD basis set

CARTESIAN COORDINATES (ANGSTROEM)
O (2.70233, 0.56840, -0.79604)
H (2.06836, 0.06075, -0.28947)
H (2.49958, 0.36332, -1.70876)
O (-1.01326, 2.03286, -0.13101)
H (-1.28938, 2.19467, 0.77111)
H (-0.52617, 2.81910, -0.37758)
O (0.11440, -0.42456, -0.66045)
H (-0.65294, -0.81303, -1.08058)
H (-0.16411, 0.45985, -0.42277)
O (-1.10797, -2.63962, 1.27296)
H (-1.12315, -2.84998, 2.20663)
H (-1.50769, -1.77175, 1.21597)

Cartesian forces (eV/Å) of the 3 atoms listed first:
O 0.600 0.461 0.150
H -0.265 -0.290 -0.070
H -0.154 -0.118 -0.105

**LUMO**: 0.35 eV
**E_HOMO**: -0.39462 Ha
**Electronic energy**: -305.74687 hartree
**SMILES string**: O.O.O.O

---

[6]
C38H42IrN3O4S3Si | ωB97M-V with the def2-TZVPD basis set

CARTESIAN COORDINATES (ANGSTROEM)
Ir (0.22294, 0.62847, 0.77705)
S (-6.63617, -0.96044, -0.92411)
C (-7.69000, -0.81512, 0.41506)
C (-7.03187, -0.36153, 1.51089)
C (-5.64750, -0.13126, 1.25901)
C (-5.27547, -0.40705, -0.02448)
C (-3.93619, -0.30786, -0.63458)
C (-2.88528, 0.24484, 0.09149)
N (-1.63882, 0.29468, -0.35062)
C (-1.32876, -0.20522, -1.58853)
C (-2.34930, -0.71790, -2.42516)
C (-1.96175, -1.19054, -3.73451)
C (-0.67566, -1.14630, -4.13488)
C (0.37538, -0.63051, -3.27530)
C (1.69279, -0.50920, -3.66126)
C (2.64481, 0.05718, -2.76682)
C (2.22232, 0.38999, -1.51008)
N (0.94725, 0.25647, -1.08655)
C (0.00111, -0.20565, -1.98173)
C (4.04586, 0.31996, -3.14093)
C (4.98123, 1.06041, -2.47571)
C (6.24293, 1.10103, -3.13884)
C (6.24386, 0.39771, -4.30051)
S (4.71805, -0.31849, -4.59165)
C (-3.63601, -0.76777, -1.92492)
H (-8.73283, -1.07670, 0.31444)
H (-7.50836, -0.20061, 2.46936)
H (-4.95892, 0.22467, 2.01639)
H (-3.05111, 0.68002, 1.07177)
H (-2.73142, -1.58514, -4.38952)
H (-0.39395, -1.49431, -5.12353)
H (1.98535, -0.81201, -4.66134)
H (2.91414, 0.79831, -0.79319)
H (4.77392, 1.58629, -1.54891)
H (7.10628, 1.63866, -2.76554)
H (7.05044, 0.26408, -5.00638)
H (-4.42288, -1.18214, -2.55034)
C (-3.03035, 2.55637, -3.22364)
C (-1.85020, 2.88878, -2.34935)
C (-2.02697, 3.50923, -1.11190)
C (-0.94479, 3.78409, -0.29440)
C (0.33144, 3.42400, -0.72870)
C (0.53873, 2.82484, -1.96582)
C (-0.55819, 2.56517, -2.76672)
S (1.68681, 3.67156, 0.34061)
O (1.64296, 4.97121, 0.94163)
O (2.87672, 3.18782, -0.29154)
N (1.25901, 2.49085, 1.45570)
C (0.89906, 2.86241, 2.76737)
C (-0.57046, 2.30438, 3.06270)
O (-1.23608, 2.94270, 3.82903)
O (-0.84449, 1.19716, 2.44869)
H (-3.95023, 2.99189, -2.83412)
H (-3.16705, 1.47389, -3.28428)
H (-2.87902, 2.92455, -4.24039)
H (-3.02617, 3.77420, -0.78451)
H (-1.08461, 4.26579, 0.66922)
H (1.54329, 2.56013, -2.28081)
H (-0.41056, 2.09056, -3.73069)
H (0.95877, 3.92291, 2.97628)
H (1.47690, 2.29749, 3.51056)
C (1.09568, -2.62769, 0.01924)
Si (0.91893, -1.57056, 1.54537)
C (-0.37579, -2.42220, 2.63993)
C (0.17749, -3.76979, 3.12526)
C (-1.61063, -2.68154, 1.76258)
C (-0.81776, -1.60904, 3.86510)
C (2.65002, -1.44021, 2.34010)
C (2.57197, -0.86410, 3.75843)
C (3.55441, -0.54116, 1.49388)
C (3.30069, -2.83120, 2.38583)
H (1.22075, -3.68077, 0.29599)
H (1.96797, -2.32013, -0.57019)
H (0.21471, -2.54661, -0.62663)
H (0.59133, -4.38138, 2.31693)
H (-0.64106, -4.34028, 3.58311)
H (0.94921, -3.64179, 3.88825)
H (-1.38086, -3.30943, 0.89491)
H (-2.05316, -1.74941, 1.39602)
H (-2.37569, -3.19921, 2.35525)
H (-0.00311, -1.45946, 4.57763)
H (-1.61289, -2.15640, 4.39006)
H (-1.21203, -0.63128, 3.59301)
H (2.04537, 0.09658, 3.78062)
H (3.58419, -0.69864, 4.15075)
H (2.05938, -1.54072, 4.44578)
H (3.19248, 0.49171, 1.45610)
H (3.65302, -0.91291, 0.47003)
H (4.56148, -0.52094, 1.93320)
H (2.75500, -3.53370, 3.01546)
H (4.31369, -2.73531, 2.79918)
H (3.39429, -3.27143, 1.38839)

Cartesian forces (eV/Å) of the 3 atoms listed first:
Ir -0.285 0.010 0.352
S -0.029 -0.052 -0.234
C -0.062 -0.039 -0.088

**Expectation value of S²**: 6.037
**Spin multiplicity**: 5
**LUMO (alpha / beta)**: -0.39 / -3.03 eV
**E_HOMO (alpha / beta)**: -0.19948 / -0.29119 Ha
**Electronic energy**: -3526.80367 hartree

---

Among the records above, which one has the highest electronic energy?
H8O4

---

Look up the electronic energy of the second one.
-3641.18326 hartree

---

Which value of electronic energy does entry 3 give?
-429.70117 hartree